C3H8OS | wB97M-V/def2-TZVPD

XYZ file:
```
13
Properties=species:S:1:pos:R:3:mulliken_charge:R:1
C -1.829 0.953 -0.017 -0.65
C 0.084 -0.420 -0.530 -0.37
C 1.561 -0.542 -0.138 -0.49
H -1.856 1.580 1.010 0.21
H -2.087 1.805 -0.749 0.26
H -2.563 0.075 -0.058 0.27
H -0.303 -1.355 -0.074 0.34
H 0.122 -0.350 -1.751 0.23
H 1.637 0.612 -0.129 0.28
H 1.993 -0.969 -1.133 0.25
H 1.460 -0.570 2.148 0.12
O -0.472 0.482 0.210 -0.24
S 2.252 -1.301 1.212 -0.23
```

Computed properties:
Spin multiplicity: 1
Structure (SMILES): COCCS
Frontier orbital gap: 0.3569 hartree
ΔE to the lowest compared entry with this formula, charge and spin: 67.63 kcal per mole
Highest occupied orbital energy: -8.8 eV
E: -592.410268 hartree

C3H8OS | wB97M-V/def2-TZVPD

XYZ file:
```
13
Properties=species:S:1:pos:R:3:mulliken_charge:R:1
C -3.208 0.787 0.798 -0.81
S -1.703 0.704 -0.211 -0.15
H -4.091 0.927 0.186 0.29
H -3.448 -0.088 1.410 0.30
H -3.120 1.574 1.549 0.29
H -2.003 1.742 -1.050 0.12
C 2.156 0.100 -0.858 -0.59
C 2.679 -0.562 0.179 0.08
O 2.662 -1.935 0.324 -0.45
H 2.655 0.990 -1.212 0.24
H 1.154 -0.138 -1.208 0.09
H 3.164 0.014 0.965 0.30
H 1.808 -2.244 -0.054 0.30
```

Computed properties:
Spin multiplicity: 1
Structure (SMILES): C=CO.CS
Frontier orbital gap: 0.3465 hartree
ΔE to the lowest compared entry with this formula, charge and spin: 45.84 kcal per mole
Highest occupied orbital energy: -8.6 eV
E: -592.444999 hartree

C3H8OS | wB97M-V/def2-TZVPD

XYZ file:
```
13
Properties=species:S:1:pos:R:3:mulliken_charge:R:1
C -0.719 0.896 0.275 -0.64
C 0.565 0.669 -0.475 -0.37
C 1.366 -0.363 0.337 -0.48
H -1.540 -0.746 -1.200 0.11
H -0.622 1.031 1.343 0.39
H -1.073 1.956 -0.030 0.29
H 1.316 1.472 -0.777 0.36
H 0.235 0.116 -1.317 0.11
H 0.903 -1.339 0.080 0.26
H 1.126 -0.068 1.366 0.32
H 3.087 0.311 0.435 0.33
O 2.694 -0.412 -0.109 -0.49
S -2.016 -0.415 0.009 -0.19
```

Computed properties:
Spin multiplicity: 1
Structure (SMILES): OCCCS
Frontier orbital gap: 0.3665 hartree
ΔE to the lowest compared entry with this formula, charge and spin: 24.33 kcal per mole
Highest occupied orbital energy: -9.1 eV
E: -592.479273 hartree

C3H8OS2 | wB97M-V/def2-TZVPD

XYZ file:
```
14
Properties=species:S:1:pos:R:3:mulliken_charge:R:1
C 2.297 -0.146 -1.357 -0.64
S 2.221 0.181 -3.165 -0.04
S 0.694 -1.002 -3.874 -0.19
H 2.810 -1.165 -1.308 0.26
H 2.847 0.763 -0.928 0.24
H 1.317 -0.173 -0.861 0.23
H 1.266 -2.157 -3.857 0.14
C -1.789 -0.015 2.862 -0.78
C -2.286 0.401 1.682 0.15
O -1.807 1.413 0.963 -0.46
H -2.432 -0.480 3.653 0.21
H -0.922 0.422 3.331 0.24
H -3.299 0.269 1.489 0.34
H -0.916 1.692 1.370 0.30
```

Computed properties:
Spin multiplicity: 1
Structure (SMILES): C=CO.CSS
Frontier orbital gap: 0.3533 hartree
ΔE to the lowest compared entry with this formula, charge and spin: 38.69 kcal per mole
Highest occupied orbital energy: -9.0 eV
E: -990.648937 hartree